(1)
Entry from the OMol25 dataset: a structure of composition C49H100Br9N9O9 (ωB97M-V with the def2-TZVPD basis set).

The geometry in XYZ format:
```
176
Properties=species:S:1:pos:R:3:forces:R:3
C -5.447589 0.889527 -2.232938 0.0 -0.3 0.2
Br -5.447061 1.608715 -0.388163 0.2 -0.4 -1.0
Br -4.098561 -0.531951 -2.518344 -0.6 1.0 0.1
Br -5.405302 2.329865 -3.572730 0.1 -0.9 0.7
H -6.384920 0.340503 -2.322894 0.2 0.5 -0.1
C 5.116558 -3.935365 0.687389 0.6 0.2 0.6
Br 3.115557 -4.464507 0.481571 -1.4 -0.2 -0.6
Br 6.030030 -5.413486 1.663727 0.6 -0.3 -0.2
Br 5.412672 -2.174568 1.588303 0.4 1.1 0.2
H 5.605542 -3.704055 -0.258913 0.0 -0.7 -0.4
C 4.955568 -1.876040 5.364651 -0.8 -1.1 -0.9
Br 4.574024 -2.143986 7.278502 0.0 0.5 -0.9
Br 3.737850 -0.560754 4.376422 1.3 -1.4 1.1
Br 4.889369 -3.703166 4.466945 -0.1 1.5 1.1
H 5.983847 -1.529332 5.262041 -0.4 0.1 0.0
C 2.827975 3.381316 6.836280 0.3 0.1 1.1
C 1.473340 2.608716 6.888227 0.7 -0.6 -1.0
C 1.183027 1.977832 8.278775 0.0 -0.2 0.4
C 0.799257 2.856868 9.430964 -0.9 1.1 -0.8
C -0.389332 3.778244 9.009086 2.8 -0.9 -0.4
C -0.047032 4.435388 7.635353 -3.5 1.4 -0.5
N 0.318751 3.451365 6.507944 1.8 3.9 -2.2
O 0.534534 4.137922 5.227468 -1.1 -2.8 4.8
C -1.504360 4.966614 7.288207 0.1 0.6 -0.9
C 0.888410 5.677193 7.797406 0.9 -1.3 -0.1
C 1.604392 1.423652 5.930411 -0.7 -0.2 0.1
H 3.081464 3.590084 7.875627 0.5 0.1 0.0
H 2.942965 4.331166 6.314090 -0.9 -0.1 -0.2
H 3.627336 2.781216 6.401558 -0.2 -0.4 0.2
H 0.388697 1.231821 8.254101 0.1 -0.3 -0.8
H 2.062556 1.529720 8.741092 0.4 -0.7 -1.1
H 1.724239 3.399372 9.626414 -0.3 0.5 0.8
H 0.532297 2.157198 10.222973 0.2 0.5 0.4
H -0.476033 4.612435 9.705294 -0.5 -0.2 0.0
H -1.285466 3.167896 8.897209 -0.1 0.2 0.2
H -1.534497 5.736748 6.517442 0.4 -0.1 -0.2
H -2.207634 4.205173 6.950955 0.4 -0.4 -0.1
H -2.049539 5.447782 8.100223 0.6 -0.1 0.6
H 0.418052 6.547411 8.255199 -0.3 -0.2 -0.2
H 1.737421 5.402607 8.423400 0.0 0.0 0.4
H 1.398693 5.951448 6.874109 -0.6 0.1 -0.3
H 2.208890 0.680311 6.450139 -0.1 -0.1 -0.2
H 2.049973 1.602460 4.951850 0.0 0.5 0.2
H 0.603309 1.030783 5.752655 0.0 -0.3 0.0
C -2.594410 -0.634980 -8.920754 0.4 -1.0 0.9
C -1.666129 0.326418 -8.178690 1.9 0.8 -0.8
C -0.830843 0.993633 -9.342112 0.2 0.9 -0.1
C -0.175465 2.365076 -9.101781 -1.0 0.4 0.7
C -1.187569 3.301576 -8.423095 0.2 -1.0 -0.9
C -1.885169 2.672940 -7.184459 0.8 2.9 -0.2
N -2.493196 1.374714 -7.498296 -1.1 -2.0 4.5
O -3.200090 0.858294 -6.323830 2.4 1.7 -4.5
C -0.830504 2.683640 -5.999164 -0.5 -0.1 -1.2
C -2.976063 3.752681 -6.835121 0.0 -0.9 1.1
C -0.575445 -0.427878 -7.249560 -1.3 0.7 -0.7
H -3.091519 -1.260722 -8.179530 -0.5 0.1 -0.1
H -1.984331 -1.320592 -9.508846 0.2 0.0 0.0
H -3.287967 -0.179238 -9.627422 -0.1 0.3 0.4
H -0.072134 0.316087 -9.733773 0.0 -0.4 0.4
H -1.460882 1.169649 -10.213994 -0.5 -0.1 0.1
H 0.006340 2.847812 -10.061999 0.6 -0.3 -0.1
H 0.717470 2.389346 -8.477134 0.2 -0.5 -0.3
H -1.906904 3.612630 -9.180656 -0.6 -0.4 0.0
H -0.679771 4.250756 -8.251889 0.0 0.0 0.9
H 0.087026 2.136837 -6.216484 -0.3 -0.5 0.1
H -0.455527 3.704426 -5.925089 -0.5 0.2 0.3
H -1.333169 2.358241 -5.088374 0.3 -0.2 -0.2
H -3.965735 3.302641 -6.913259 0.0 0.1 0.2
H -2.759001 4.064389 -5.813434 -0.6 -0.2 0.3
H -2.978045 4.712329 -7.352008 0.4 -0.4 -0.7
H -1.069847 -0.884389 -6.392082 0.0 -0.4 -0.3
H 0.242323 0.154962 -6.825710 -0.3 0.6 -0.2
H -0.046407 -1.101671 -7.923532 -0.4 -0.5 0.3
C -5.447886 -7.047421 2.775060 0.4 -1.1 1.2
C -4.085712 -6.681487 2.176545 -0.2 0.4 -1.5
C -4.484053 -5.860790 0.925714 1.5 1.2 -0.3
C -3.327209 -5.038997 0.264407 -1.0 -0.3 -1.6
C -2.525490 -4.189985 1.212418 0.1 -1.0 -0.8
C -2.109939 -5.023663 2.428479 -1.4 1.8 0.3
N -3.352875 -5.740158 3.037869 3.2 -2.0 4.2
O -3.009724 -6.325110 4.372374 -1.5 2.2 -5.1
C -0.954015 -5.920181 2.047594 0.4 -0.5 1.1
C -1.620868 -3.889970 3.333518 -0.5 0.0 1.9
C -3.270301 -7.955734 1.730336 0.3 -0.3 0.3
H -5.264558 -7.764331 3.575392 -0.2 -0.2 0.1
H -6.103469 -7.522997 2.045583 0.2 -0.1 -0.2
H -6.031208 -6.249911 3.235296 0.5 0.4 -0.2
H -5.008215 -6.489489 0.205927 0.2 -0.1 0.0
H -5.175005 -5.082556 1.249806 -0.3 -0.1 0.2
H -3.783531 -4.428873 -0.515093 -0.5 0.6 0.2
H -2.691915 -5.578999 -0.437650 0.4 -0.9 0.6
H -2.965299 -3.206510 1.378066 -0.4 -0.3 0.6
H -1.553699 -3.957484 0.776921 0.0 0.1 -0.4
H -0.996189 -6.516513 1.136165 -0.4 0.2 0.1
H -0.051596 -5.310985 1.996417 0.0 0.1 -0.1
H -0.830903 -6.568670 2.915008 0.3 -0.4 -0.1
H -1.127287 -3.116280 2.745402 0.5 -0.4 0.2
H -2.426499 -3.363362 3.845131 -0.7 0.0 -0.6
H -1.092343 -4.170173 4.244699 0.8 -0.4 -0.5
H -2.512428 -8.371341 2.394421 -0.7 0.2 1.3
H -2.538053 -7.888249 0.925750 -0.8 0.9 -0.9
H -3.966688 -8.756870 1.482699 0.0 0.0 0.0
C -0.796390 0.235806 2.353331 -0.2 -0.4 -2.5
C 0.127157 0.623073 1.132454 2.0 -0.5 1.7
C 1.534681 -0.153628 1.378746 0.6 0.3 0.9
C 2.479254 -0.232320 0.175660 -2.0 -0.4 1.0
C 1.731729 -1.100094 -0.809123 1.2 0.2 -1.6
C 0.383038 -0.608376 -1.314298 1.1 0.3 0.2
N -0.390905 0.081995 -0.153608 -5.2 1.9 -0.9
O -1.792353 0.522818 -0.360586 5.8 -1.9 0.3
C 0.776979 0.408922 -2.424203 -1.9 0.5 -0.6
C -0.365741 -1.830782 -1.928462 0.0 1.5 0.1
C 0.386153 2.187273 1.218255 0.1 -1.4 -1.9
H -0.237104 0.158792 3.285734 -0.1 0.0 -0.1
H -1.202758 -0.701163 1.972468 0.0 -0.5 0.9
H -1.671013 0.885628 2.382682 0.3 0.2 0.3
H 2.143442 0.258913 2.183303 -0.5 1.2 0.3
H 1.455428 -1.142126 1.831176 -1.0 -0.5 -0.5
H 3.447394 -0.700004 0.354721 -0.1 0.3 0.4
H 2.587947 0.821538 -0.080591 0.4 -0.1 -0.9
H 1.707615 -2.175613 -0.633677 0.1 0.2 1.0
H 2.384343 -1.027292 -1.679124 -0.1 -0.4 -0.5
H 1.248461 0.025886 -3.329235 0.4 -0.9 0.4
H -0.160715 0.756980 -2.857418 -0.2 0.8 0.2
H 1.402596 1.248604 -2.121497 -0.3 0.0 0.5
H 0.109179 -2.070990 -2.879699 0.1 0.1 -0.1
H -0.300669 -2.735422 -1.323902 -0.3 0.3 0.3
H -1.376595 -1.476681 -2.130679 -0.2 -0.5 0.0
H -0.463132 2.837204 1.007530 -0.5 -0.4 0.5
H 0.999591 2.392893 0.341039 0.7 0.3 0.3
H 0.884619 2.423756 2.158314 -0.1 0.0 -0.1
O -3.913604 5.170765 3.067427 -0.3 -0.9 -0.2
C -2.963581 4.546190 3.538991 -2.4 -0.9 -0.7
N -1.935709 5.225441 3.966890 2.0 0.8 0.9
C -2.872233 3.006362 3.600202 0.3 0.1 -0.7
H -2.005751 6.225311 3.842548 0.2 -0.2 0.2
H -1.183404 4.808867 4.496601 0.3 0.1 -0.2
H -3.492767 2.432909 4.288805 -0.1 0.7 0.4
H -1.835742 2.688606 3.713394 0.0 0.1 0.3
H -3.175800 2.608258 2.631975 0.0 0.3 -0.2
O 1.394954 -2.680738 -5.995255 -2.4 -2.0 -0.1
C 0.656270 -3.601374 -5.533309 1.8 4.9 -0.9
N 1.203959 -4.432467 -4.694650 0.1 -2.7 2.0
C -0.836549 -3.669660 -5.673920 -0.6 -1.0 -1.3
H 0.567646 -4.952751 -4.107689 0.5 -0.2 0.0
H 2.168035 -4.330422 -4.411400 -0.2 0.2 -0.1
H -1.406162 -2.812743 -5.314298 0.4 0.0 0.0
H -1.283652 -4.596556 -5.314648 0.2 0.0 0.8
H -1.053918 -3.830277 -6.729881 0.0 0.7 -0.3
O 3.898040 -0.808132 -4.618239 -0.2 -0.3 0.5
C 4.516574 -0.430538 -3.631569 -0.3 2.2 -2.0
N 5.054182 -1.251995 -2.736781 0.5 0.3 0.4
C 4.656393 1.182501 -3.493721 -0.2 -2.0 0.3
H 5.714966 -0.829029 -2.100735 -0.4 -0.5 0.6
H 4.850066 -2.239399 -2.795707 0.2 0.2 0.0
H 4.100016 1.449280 -2.595177 -0.1 0.3 -0.1
H 4.197902 1.542091 -4.414899 -0.1 0.1 0.3
H 5.658094 1.600910 -3.395583 0.1 -0.4 0.0
O 6.046420 0.236133 -0.632984 0.0 1.1 0.3
C 7.260443 0.386004 -0.583907 -1.1 -1.1 -1.2
N 8.030530 -0.316757 0.215637 1.5 -1.1 1.9
C 8.021369 1.217846 -1.537833 -0.3 1.0 0.2
H 7.632767 -0.823284 0.993666 -0.3 -0.4 -0.3
H 8.956471 -0.568154 -0.099853 -0.1 0.3 0.4
H 8.129771 0.685374 -2.482719 0.1 0.3 -0.1
H 8.960471 1.507445 -1.066315 0.1 0.0 -0.5
H 7.375753 2.093654 -1.602942 0.3 0.2 -0.7
O -1.489867 5.254330 -2.845374 -1.1 -0.1 1.3
C -2.107940 4.405545 -2.185978 0.3 0.0 -0.3
N -2.068967 3.126584 -2.595109 0.0 0.2 0.2
C -3.073829 4.572455 -0.989504 0.7 1.8 -0.6
H -1.652795 3.031501 -3.510463 0.0 -0.7 0.4
H -2.490180 2.419216 -2.010031 0.3 -0.4 -0.6
H -4.011700 4.859680 -1.464884 -0.4 -0.5 0.1
H -2.842179 5.479228 -0.430755 0.4 -0.1 0.1
H -3.176348 3.741541 -0.291529 0.1 -0.1 -0.4
```
Forces are in eV/Å.

Properties
Net charge: -1
Orbital gap (alpha / beta): 3.741 / 6.416 eV
Calculated total energy: -26262.67087 hartree
2S+1: 6


(2)
Entry from the OMol25 dataset: a cluster of 5 separate species, C4H19N2O5S in total (ωB97M-V with the def2-TZVPD basis set).

The geometry in XYZ format:
```
31
Properties=species:S:1:pos:R:3:forces:R:3
N 1.489270 -0.184740 -0.390398 -1.0 -1.4 -2.5
C 0.035824 0.151288 -0.341338 0.9 0.9 0.6
C -0.285394 0.927507 0.966152 -1.2 1.2 -1.2
C -1.143564 0.153718 1.962331 -0.2 0.9 -0.4
S -0.162229 -1.207885 2.570109 0.1 -0.9 0.7
C -0.322584 0.892437 -1.678749 0.0 -1.3 2.0
N -1.537345 1.487059 -1.662516 0.5 0.1 -0.9
O 0.407172 0.737274 -2.634022 -0.1 0.7 -0.7
H 1.741058 -0.938619 0.266366 0.3 0.6 0.5
H 2.193985 0.564038 -0.474996 -0.5 0.0 0.6
H 1.560244 -0.718603 -1.312119 0.3 0.4 0.4
H -0.446580 -0.841338 -0.377980 -0.2 0.3 0.1
H -0.871071 1.766484 0.565913 -0.1 0.2 0.6
H 0.563640 1.470359 1.414712 0.0 -0.8 -0.2
H -1.458871 0.801100 2.787797 0.6 -0.1 0.2
H -2.120964 -0.058383 1.518166 0.4 -0.7 -0.1
H -0.630826 -2.275953 1.878465 -0.1 0.6 0.0
H -1.791086 1.973936 -2.512655 -0.3 -0.2 0.3
H -2.147215 1.418754 -0.867043 0.0 0.2 -0.2
H -2.613106 -3.123957 0.396548 0.5 0.1 -0.1
H -3.379768 -1.902679 0.713695 0.1 0.3 0.1
O -2.467088 -2.177395 0.551389 -0.7 -0.6 -0.2
H 3.502058 -2.329077 1.129716 0.0 0.1 -0.1
H 3.801546 -0.819629 1.295467 -0.2 -0.3 -0.2
O 3.353196 -1.465286 0.708531 0.7 -0.2 0.6
H -0.708897 4.618202 -0.838998 -0.1 0.1 0.0
H -1.578817 4.681926 0.436669 -0.1 0.1 -0.1
O -0.770351 4.314302 0.071085 0.1 -0.2 0.1
H 0.742671 -1.357027 -3.300972 0.3 0.0 0.4
H 1.977014 -2.274959 -3.164847 0.1 -0.1 0.1
O 1.291731 -1.834896 -2.648527 -0.3 0.0 -0.4
```
Forces are in eV/Å.

Properties
Net charge: 0
Orbital gap (alpha / beta): 2.396 / 9.142 eV
Calculated total energy: -1047.57972 hartree
Relative energy (zero: lowest compared OMol25 entry of this formula, charge and spin): 0.0 kJ/mol
2S+1: 2


(3)
Entry from the OMol25 dataset: the molecule C2H4O3S (ωB97M-V with the def2-TZVPD basis set).

The geometry in XYZ format:
```
10
Properties=species:S:1:pos:R:3:forces:R:3
C 0.629313 -2.191916 -1.076838 -0.9 -3.5 1.1
C -0.692379 0.673806 -0.082741 3.0 -3.9 0.3
O 1.757535 1.178875 -1.713571 0.8 0.3 0.1
O 1.412043 -1.235602 -1.128779 2.0 1.5 0.3
O -0.573137 0.363597 -1.446415 0.8 -0.8 -3.0
S 0.897087 0.139511 -2.168263 -2.5 0.2 1.0
H 1.154560 -3.036980 -0.350953 -0.8 1.8 -1.3
H -1.411160 1.369485 0.003643 -2.9 2.0 0.6
H 0.240765 1.112215 0.157764 0.9 0.6 1.1
H -0.796303 -0.332911 0.443518 -0.4 1.7 -0.2
```
Forces are in eV/Å.

Properties
Net charge: 0
Orbital gap: 8.864 eV
Calculated total energy: -702.34571 hartree
Relative energy (zero: lowest compared OMol25 entry of this formula, charge and spin): 388.1 kJ/mol


(4)
Entry from the OMol25 dataset: a structure of composition C14H32CaNO2P2Si (ωB97M-V with the def2-TZVPD basis set).

The geometry in XYZ format:
```
53
Properties=species:S:1:pos:R:3:forces:R:3
Ca -1.474303 -2.301611 0.074489 -1.7 -0.1 -0.1
P 0.961864 -3.157843 -0.629260 0.1 0.2 -0.7
C 0.426105 -2.666258 -2.331195 -1.4 0.6 0.4
C -0.095453 -1.237486 -2.517757 0.2 -0.3 -0.4
N -0.821947 -0.666583 -1.517961 0.6 0.0 0.9
C -1.237583 0.627431 -1.663687 0.1 0.2 -0.1
C -1.109342 1.285459 -2.875483 0.0 0.1 0.1
C -0.394604 0.691985 -3.916818 -0.4 0.4 -0.2
C 0.111187 -0.587307 -3.718744 0.4 -0.6 0.0
C -1.915989 1.305982 -0.480366 -0.1 0.2 -0.6
P -1.089004 2.803391 0.162497 0.5 -0.8 0.4
H 0.654414 -1.115761 -4.506671 -0.1 0.3 0.3
H -1.561880 2.272469 -2.994964 0.2 -0.3 0.0
H -0.247979 1.218644 -4.856794 -0.1 -0.2 0.2
H -2.925779 1.638396 -0.786334 0.2 -0.1 0.1
H -2.046302 0.614775 0.371677 0.0 0.1 -0.2
H 1.282718 -2.807543 -2.925156 1.0 -0.1 -1.1
H -0.333799 -3.393499 -2.681994 0.1 0.2 0.3
H 3.751390 2.154968 -1.668124 0.9 0.3 0.3
O 2.877999 1.857481 -1.877199 -0.9 -0.1 -0.7
H 2.809865 2.004017 -2.837257 -0.1 -0.2 0.5
H -0.046266 2.392426 1.037544 -0.5 0.4 -0.8
O 0.307529 0.815481 1.701560 0.5 -1.3 0.3
H 1.121245 0.529717 1.245874 -0.5 0.1 0.3
C -0.395886 3.853247 -1.104486 0.0 0.6 -0.3
H -1.188976 4.235414 -1.763001 0.3 -0.1 0.1
H 0.101780 4.708404 -0.623426 -0.2 -0.2 -0.1
H 0.351147 3.308172 -1.696592 -0.2 0.0 0.2
C -2.211545 3.719859 1.222263 -0.3 0.4 0.0
H -1.615390 4.276812 1.960301 -0.2 -0.1 -0.3
H -2.787950 4.430942 0.614324 0.0 -0.2 0.3
H -2.896579 3.043685 1.753512 0.2 0.2 -0.2
C 1.259303 -4.937888 -0.850725 0.2 -0.4 0.2
H 2.304413 -5.113498 -1.140234 -0.3 -0.1 0.0
H 1.065988 -5.435470 0.110482 0.1 0.0 -0.4
H 0.583393 -5.360449 -1.606962 0.2 0.1 0.3
C 2.645764 -2.464682 -0.600470 0.6 0.1 0.3
H 2.924924 -2.252486 0.442252 0.1 -0.1 -0.3
H 3.353129 -3.199594 -1.011715 -0.1 0.4 0.1
H 2.707206 -1.529112 -1.176186 -0.1 -0.2 0.2
C -1.941426 0.408477 3.449743 0.0 0.0 0.1
Si -0.192764 -0.120171 3.047661 -0.1 0.6 -0.5
C 1.001887 0.322007 4.398222 0.1 -0.2 0.2
C -0.227405 -1.927609 2.542969 0.3 -0.4 0.6
H -2.112787 1.486722 3.328761 0.1 -0.2 0.1
H -2.131415 0.157260 4.505036 0.0 0.1 -0.2
H -2.693127 -0.131593 2.854833 0.2 0.1 0.1
H 0.709697 -0.149448 5.346850 0.2 0.1 -0.2
H 2.020614 -0.007333 4.147245 -0.2 0.1 0.1
H 1.026305 1.411903 4.549649 -0.1 -0.3 -0.1
H 0.143876 -2.513207 3.394457 0.0 0.0 -0.1
H -1.266058 -2.309792 2.390742 0.7 0.3 0.3
H 0.457791 -2.189305 1.706614 -0.5 0.2 0.4
```
Forces are in eV/Å.

Properties
Net charge: +1
Orbital gap: 3.733 eV
Calculated total energy: -2407.43975 hartree